Molecular formula: C35H46N4O8
Method: DFT, ωB97M-V/def2-TZVPD

HOMO: -0.325 Eh
lowest unoccupied orbital energy: -0.57 eV
Kohn-Sham gap: 8.27 eV
SMILES: [H]/N=C(/N)NCCCCC1=CC(=O)c2c(cc(-c3cccnc3)c(CCCCCC)c2COO)C1=O.O=C1CCCO1.O=C1CCCO1
E: -59375.347 eV

Geometry (Å):
1 C 2.2517 1.5584 0.5401
2 C 0.5483 4.2526 3.5390
3 O 4.1048 -2.4674 -2.7857
4 H -2.9258 5.0812 8.7132
5 H 1.8460 -5.1628 -4.2549
6 H 1.6056 4.6080 3.4484
7 H 1.6534 -6.0757 -1.8878
8 H 1.5994 -1.3401 -0.9782
9 H -2.9381 7.2276 7.5399
10 H 5.8506 -1.3964 -4.8966
11 H -1.2575 -4.7904 -4.1327
12 H 0.1171 4.4691 4.5586
13 C -2.0844 -3.6765 1.0151
14 C 4.0154 -1.6087 -3.8347
15 H 4.5147 -4.1285 -4.9965
16 N 1.6928 3.1345 -1.9429
17 C -1.4679 4.0828 0.2671
18 H 0.8671 -7.0639 -3.1466
19 H -1.6421 0.0606 4.4028
20 H 3.9614 2.9624 0.6200
21 H 4.4816 -1.9570 -5.9088
22 H -3.0102 2.5849 -0.0826
23 C -0.5091 -2.2699 -4.5919
24 C -3.6958 6.5003 7.2361
25 H 4.8049 -4.4132 -2.6560
26 O -2.7300 5.0685 4.2696
27 H 1.2321 -3.9259 -3.1127
28 H -3.8213 -1.8380 1.8148
29 H -2.2156 -2.9292 -4.1887
30 H 0.5872 5.0543 0.4395
31 C -1.0840 0.2141 0.7933
32 H -0.2636 6.0324 2.4222
33 C -2.4735 4.5737 6.6225
34 O 3.3042 -0.6447 -3.8428
35 H -1.4833 2.1105 -0.8669
36 H -0.8542 1.9789 2.0252
37 H -2.6168 -5.6117 -0.1742
38 H -4.2950 4.5052 7.7598
39 O -2.7602 -3.9219 1.9881
40 C 0.9562 -4.8996 -3.6107
41 H 1.1434 -1.3512 -3.7860
42 H -0.1788 -5.5355 -5.3647
43 N -0.1129 -3.4386 -5.3636
44 H 6.2478 -3.8093 -4.8903
45 H -1.4256 4.6825 2.7372
46 H 3.4363 4.2816 -1.4566
47 C 2.7617 3.4407 -1.1609
48 N -1.6396 -2.0958 -4.0122
49 N 0.4468 -1.1898 -4.5146
50 C -0.3674 4.9101 2.4236
51 C -0.0698 4.3170 0.9590
52 C -0.5794 -6.0705 -1.8012
53 C 0.6425 -1.2499 -0.4045
54 C 0.1617 0.0790 0.0358
55 H -1.4743 -6.0599 -2.4768
56 C -0.2455 -4.6992 -4.6089
57 O -1.7286 -0.5582 3.6556
58 C -0.1262 -2.4213 -0.0737
59 O -3.6953 6.4115 5.8036
60 H 0.0841 1.8240 -2.1782
61 H 0.4990 3.3701 1.1566
62 C -3.1955 -0.9183 1.8827
63 H 0.5120 3.1358 3.4287
64 H -3.7808 -0.1031 1.3604
65 H -1.4263 4.8276 6.7995
66 H -2.5895 3.5008 6.4831
67 O 1.5768 -4.0104 -0.5829
68 C -1.8430 -1.0210 1.1019
69 C 1.0940 1.2552 -0.3362
70 C -2.9658 5.3344 5.4143
71 C -1.8453 -4.8247 -0.0192
72 H -0.6402 -7.0420 -1.2351
73 C -1.6113 1.6141 1.2889
74 H -2.2656 4.6972 0.7714
75 H 2.4928 0.9806 1.4544
76 C 3.0540 2.6719 0.0323
77 C 0.9538 2.0878 -1.5193
78 H -1.3857 4.5277 -0.7704
79 C 0.7762 -6.0838 -2.5927
80 C 0.3809 -3.8304 -0.5049
81 H -2.5771 1.5150 1.8524
82 H 6.0389 -3.1413 -2.5459
83 C -1.3844 -2.3368 0.7048
84 H -4.6710 6.8432 7.5803
85 C 4.9602 -2.0272 -4.9342
86 O -3.0489 -0.4604 3.2454
87 C -1.8900 2.5801 0.0663
88 C 5.2672 -3.4673 -4.5588
89 C -0.7026 -4.9084 -0.7594
90 C -3.3792 5.1006 7.7222
91 H -0.0982 -0.3492 -4.3098
92 H -0.5709 -3.4768 -6.2720
93 C 5.1186 -3.4472 -3.0507